--- a ---
{
  "formula": "C4H8ClN",
  "method": "ωB97M-V with the def2-TZVPD basis set",
  "symbols": ["N", "C", "C", "Cl", "C", "C", "H", "H", "H", "H", "H", "H", "H", "H"],
  "positions_angstrom": [[2.14, 0.50, 0.22], [1.02, -0.09, -0.52], [-0.38, 0.39, -0.07], [-0.66, 2.11, 0.03], [-1.03, -0.63, 0.81], [-1.60, -0.40, -0.49], [2.18, 0.34, 1.17], [2.10, 1.51, 0.06], [1.22, 0.23, -1.50], [1.04, -1.13, -0.49], [-1.63, -0.30, 1.61], [-0.46, -1.54, 0.96], [-2.49, 0.11, -0.47], [-1.44, -1.10, -1.30]],
  "nbo_charge": [-0.821, -0.217, -0.075, -0.023, -0.419, -0.415, 0.353, 0.358, 0.193, 0.193, 0.222, 0.215, 0.223, 0.212],
  "smiles": "NCC1(Cl)CC1",
  "lumo_energy_ev": 0.99,
  "gap_ha": 0.3834
}

---

--- b ---
{
  "formula": "C4H8ClN",
  "method": "ωB97M-V with the def2-TZVPD basis set",
  "symbols": ["N", "C", "C", "Cl", "C", "C", "H", "H", "H", "H", "H", "H", "H", "H"],
  "positions_angstrom": [[-0.78, 1.54, 0.11], [-0.71, 0.16, -0.13], [0.54, -0.39, -0.70], [2.01, -0.11, 0.18], [-2.00, -0.49, -0.47], [-1.41, -0.71, 0.89], [-0.77, 1.97, -0.76], [0.07, 1.95, 0.58], [0.45, -1.43, -1.00], [0.82, 0.15, -1.57], [-2.04, -1.34, -1.14], [-2.84, 0.22, -0.46], [-1.92, -0.14, 1.70], [-1.07, -1.67, 1.21]],
  "nbo_charge": [-0.810, 0.050, -0.382, -0.057, -0.414, -0.419, 0.348, 0.368, 0.217, 0.207, 0.218, 0.232, 0.225, 0.217],
  "smiles": "NC1(CCl)CC1",
  "lumo_energy_ev": 1.02,
  "gap_ha": 0.3942
}

---

--- c ---
{
  "formula": "C4H8ClN",
  "method": "ωB97M-V with the def2-TZVPD basis set",
  "symbols": ["C", "C", "Cl", "N", "C", "C", "H", "H", "H", "H", "H", "H", "H", "H"],
  "positions_angstrom": [[0.87, -1.98, -0.27], [1.04, -0.42, -0.24], [2.62, 0.48, -0.60], [-0.06, 0.37, -0.08], [0.02, 1.70, 0.44], [-1.34, -0.22, -0.20], [1.70, -2.63, -0.65], [0.13, -2.25, 0.43], [0.81, 2.22, -0.02], [-0.86, 2.23, 0.22], [0.25, 1.76, 1.55], [-1.31, -1.24, -0.60], [-1.78, -0.35, 0.78], [-2.09, 0.35, -0.76]],
  "nbo_charge": [-0.619, 0.270, -0.059, -0.454, -0.404, -0.411, 0.228, 0.198, 0.221, 0.207, 0.190, 0.243, 0.187, 0.201],
  "smiles": "C=C(Cl)N(C)C",
  "lumo_energy_ev": 0.79,
  "gap_ha": 0.3092
}

---

On energetic grounds, b is preferred over the next structure by 29.2 kJ/mol.

---

--- a ---
{
  "formula": "CH3FIN",
  "method": "ωB97M-V with the def2-TZVPD basis set",
  "symbols": ["C", "N", "F", "I", "H", "H", "H"],
  "positions_angstrom": [[0.30, 0.05, 0.33], [-0.74, -0.61, -0.21], [0.14, 1.66, -0.23], [2.34, -0.44, 0.07], [-0.01, 0.47, 1.38], [-0.44, -1.08, -1.07], [-1.59, -0.05, -0.27]],
  "nbo_charge": [0.146, -0.824, -0.546, 0.204, 0.219, 0.384, 0.418],
  "lumo_energy_ev": 0.08,
  "gap_ha": 0.3791
}

---

--- b ---
{
  "formula": "CH3FIN",
  "method": "ωB97M-V with the def2-TZVPD basis set",
  "symbols": ["C", "N", "F", "I", "H", "H", "H"],
  "positions_angstrom": [[0.88, 0.32, -0.54], [-0.75, 0.04, 0.89], [-0.46, -1.23, 1.50], [-2.48, -0.13, -0.05], [1.12, -0.58, -1.09], [0.23, 1.03, -0.97], [1.46, 0.54, 0.27]],
  "nbo_charge": [-0.294, -0.293, -0.300, 0.305, 0.195, 0.197, 0.192],
  "lumo_energy_ev": [-0.79, -0.64],
  "gap_ha": [0.2895, 0.3031]
}

---

On energetic grounds, a is preferred over the next structure by 419.9 kJ/mol.

---

--- a ---
{
  "formula": "C5H6F2N2",
  "method": "ωB97M-V with the def2-TZVPD basis set",
  "symbols": ["N", "C", "F", "N", "C", "C", "C", "C", "F", "H", "H", "H", "H", "H", "H"],
  "positions_angstrom": [[1.76, -1.24, -0.52], [0.71, -0.60, 0.03], [0.91, -0.61, 1.52], [-0.49, -1.31, -0.12], [-1.55, -0.75, 0.15], [-1.68, 0.63, 0.54], [-0.64, 1.44, 0.35], [0.52, 0.86, -0.41], [1.71, 1.50, -0.23], [1.44, -2.12, -0.94], [2.60, -0.73, -0.85], [-2.44, -1.36, 0.10], [-2.50, 0.96, 1.10], [-0.55, 2.42, 0.76], [0.19, 0.90, -1.48]],
  "nbo_charge": [-0.833, 0.549, -0.425, -0.437, 0.139, -0.298, -0.115, 0.120, -0.340, 0.409, 0.408, 0.186, 0.222, 0.227, 0.188],
  "smiles": "N[C@]1(F)N=CC=C[C@H]1F",
  "lumo_energy_ev": -0.02,
  "gap_ha": 0.3571
}

---

--- b ---
{
  "formula": "C5H6F2N2",
  "method": "ωB97M-V with the def2-TZVPD basis set",
  "symbols": ["C", "C", "C", "C", "C", "N", "N", "F", "F", "H", "H", "H", "H", "H", "H"],
  "positions_angstrom": [[-1.78, -1.00, 0.24], [1.46, -0.61, 0.40], [-2.07, 0.08, -0.73], [-1.78, 0.40, 0.80], [2.54, 0.17, -0.08], [-0.62, -1.75, 0.11], [0.49, -1.24, 0.20], [-1.13, 0.31, -1.64], [-0.64, 0.89, 1.35], [-2.53, -1.69, 0.55], [-3.09, 0.33, -1.21], [-2.60, 0.88, 1.28], [2.45, 0.37, -1.06], [3.63, -0.17, 0.15], [2.49, 1.05, 0.41]],
  "nbo_charge": [-0.149, 0.254, 0.160, 0.140, -0.685, -0.359, 0.013, -0.333, -0.334, 0.218, 0.183, 0.178, 0.224, 0.244, 0.247],
  "lumo_energy_ev": 0.86,
  "gap_ha": 0.3222
}

---

On energetic grounds, a is preferred over the next structure by 422.6 kJ/mol.

---

--- a ---
{
  "formula": "C4H10NOS2",
  "method": "ωB97M-V with the def2-TZVPD basis set",
  "symbols": ["C", "S", "S", "C", "C", "N", "C", "O", "H", "H", "H", "H", "H", "H", "H", "H", "H", "H"],
  "positions_angstrom": [[-2.83, 1.62, 0.21], [-1.91, 0.53, -0.83], [-1.47, -1.08, 0.26], [0.22, -0.94, 0.91], [1.36, -0.94, -0.08], [0.94, -0.33, -1.41], [2.55, -0.14, 0.46], [2.34, 0.83, 1.13], [-2.21, 2.17, 0.92], [-3.55, 2.29, -0.27], [-3.57, 0.99, 0.72], [0.25, -1.81, 1.60], [0.19, -0.21, 1.72], [1.58, -1.98, -0.32], [1.75, 0.06, -1.91], [0.28, 0.45, -1.27], [0.53, -0.95, -2.11], [3.55, -0.55, 0.26]],
  "nbo_charge": [-0.795, 0.091, 0.138, -0.608, -0.162, -0.702, 0.394, -0.425, 0.239, 0.272, 0.251, 0.280, 0.274, 0.244, 0.438, 0.457, 0.454, 0.160],
  "smiles": "CSSC[C@@H]([NH3+])C=O",
  "lumo_energy_ev": -4.16,
  "gap_ha": 0.3270,
  "charge": 1
}

---

--- b ---
{
  "formula": "C4H10NOS2",
  "method": "ωB97M-V with the def2-TZVPD basis set",
  "symbols": ["C", "S", "S", "C", "C", "N", "C", "O", "H", "H", "H", "H", "H", "H", "H", "H", "H", "H"],
  "positions_angstrom": [[3.20, -0.45, 1.72], [1.90, -1.33, 0.80], [0.80, -0.04, -0.24], [-0.72, 0.40, 0.69], [-1.86, 0.74, -0.26], [-1.77, 2.22, -0.65], [-1.84, -0.07, -1.57], [-2.69, -0.87, -1.81], [3.06, 0.59, 2.02], [3.29, -1.04, 2.61], [4.09, -0.61, 1.13], [-0.53, 1.23, 1.38], [-0.99, -0.40, 1.38], [-2.82, 0.59, 0.22], [-1.22, 2.75, 0.02], [-2.71, 2.62, -0.69], [-1.36, 2.31, -1.58], [-1.07, 0.11, -2.32]],
  "nbo_charge": [-0.749, 0.161, 0.056, -0.576, -0.156, -0.673, 0.373, -0.418, 0.242, 0.240, 0.237, 0.218, 0.276, 0.262, 0.451, 0.453, 0.446, 0.157],
  "smiles": "CSSC[C@@H]([NH3+])C=O",
  "lumo_energy_ev": -4.04,
  "gap_ha": 0.3105,
  "charge": 1
}

---

On energetic grounds, a is preferred over the next structure by 10.1 kJ/mol.

---

--- a ---
{
  "formula": "C4H4ClNO2",
  "method": "ωB97M-V with the def2-TZVPD basis set",
  "symbols": ["C", "C", "C", "C", "H", "H", "H", "H", "N", "O", "O", "Cl"],
  "positions_angstrom": [[-1.06, -0.43, 0.05], [-0.01, -1.22, -0.02], [1.12, -0.33, 0.07], [0.62, 0.93, 0.16], [-2.45, -1.62, -0.38], [-0.09, -2.33, -0.29], [2.38, 1.78, 0.79], [-1.55, 1.69, -0.26], [-0.80, 0.95, 0.15], [-2.39, -0.59, -0.01], [1.46, 2.03, -0.26], [2.76, -0.88, -0.01]],
  "nbo_charge": [0.434, -0.398, -0.169, 0.358, 0.483, 0.235, 0.472, 0.459, -0.593, -0.656, -0.645, 0.019],
  "lumo_energy_ev": -0.18,
  "gap_ha": 0.2772
}

---

--- b ---
{
  "formula": "C4H4ClNO2",
  "method": "ωB97M-V with the def2-TZVPD basis set",
  "symbols": ["C", "C", "C", "C", "H", "H", "H", "H", "N", "O", "O", "Cl"],
  "positions_angstrom": [[2.12, -0.31, 0.11], [-0.32, -0.38, -0.02], [-0.52, 0.97, -0.05], [-2.30, -0.26, 0.20], [2.87, -1.02, -0.06], [2.29, 0.50, -0.64], [2.28, 0.26, 1.00], [0.09, 1.90, -0.52], [-1.43, -1.15, 0.08], [0.87, -1.05, -0.14], [-1.96, 1.05, 0.09], [-3.99, -0.51, -0.04]],
  "nbo_charge": [-0.255, 0.382, -0.099, 0.482, 0.203, 0.169, 0.192, 0.248, -0.460, -0.480, -0.423, 0.042],
  "lumo_energy_ev": 0.75,
  "gap_ha": 0.3602
}

---

On energetic grounds, b is preferred over the next structure by 229.1 kJ/mol.

---

--- a ---
{
  "formula": "C3H4N6",
  "method": "ωB97M-V with the def2-TZVPD basis set",
  "symbols": ["N", "N", "C", "C", "C", "N", "N", "N", "N", "H", "H", "H", "H"],
  "positions_angstrom": [[0.73, -1.35, -2.15], [-0.40, -0.63, -1.59], [0.04, 0.08, -0.65], [-0.96, 0.73, 0.07], [-1.20, 0.82, 1.49], [-0.23, 0.40, 2.41], [0.93, 0.13, 2.21], [1.64, 0.55, 0.85], [1.37, 0.29, -0.32], [1.74, -1.30, -1.67], [0.27, -2.28, -2.24], [-2.01, 1.14, -0.26], [-1.92, 1.43, 1.85]],
  "nbo_charge": [-0.689, -0.133, 0.153, -0.154, -0.096, -0.139, 0.019, -0.005, -0.188, 0.390, 0.383, 0.253, 0.207],
  "smiles": "N/N=c1/ccnnnn1",
  "lumo_energy_ev": -0.97,
  "gap_ha": 0.2841
}

---

--- b ---
{
  "formula": "C3H4N6",
  "method": "ωB97M-V with the def2-TZVPD basis set",
  "symbols": ["C", "C", "C", "N", "N", "N", "N", "N", "N", "H", "H", "H", "H"],
  "positions_angstrom": [[1.23, -0.60, 1.28], [0.58, -1.38, 0.36], [0.80, 0.74, 1.09], [-0.12, -0.53, -0.44], [-0.97, -0.95, -1.42], [-2.43, -0.67, -1.12], [0.12, 0.75, -0.07], [-1.90, 0.01, -1.98], [-0.37, 1.58, -0.93], [1.91, -0.75, 2.09], [0.64, -2.36, 0.02], [0.96, 1.63, 1.75], [-0.45, 2.52, -0.61]],
  "nbo_charge": [-0.295, -0.072, -0.133, -0.062, -0.094, 0.019, 0.110, 0.131, -0.654, 0.240, 0.234, 0.236, 0.339],
  "lumo_energy_ev": [0.53, 0.53],
  "gap_ha": [0.2939, 0.2939]
}

---

--- c ---
{
  "formula": "C3H4N6",
  "method": "ωB97M-V with the def2-TZVPD basis set",
  "symbols": ["C", "C", "C", "H", "H", "H", "H", "N", "N", "N", "N", "N", "N"],
  "positions_angstrom": [[-0.50, 0.42, 0.54], [0.76, -0.53, -1.05], [0.82, -0.05, 0.27], [-1.88, 1.11, 2.05], [-0.16, 0.36, 2.76], [-2.40, -0.17, -0.48], [-0.63, -0.59, -2.47], [-0.89, 0.69, 1.71], [-1.28, 0.05, -0.50], [-0.51, -0.76, -1.40], [1.97, -0.47, -1.54], [2.69, -0.23, -0.48], [2.03, 0.15, 0.58]],
  "nbo_charge": [0.393, 0.232, -0.080, 0.422, 0.464, 0.420, 0.392, -0.780, -0.401, -0.381, -0.321, -0.067, -0.294],
  "lumo_energy_ev": -0.38,
  "gap_ha": 0.2845
}

---

On energetic grounds, c is preferred over the next structure by 158.8 kJ/mol.